This record from the OMol25 dataset describes one molecule with the formula C3H3NS2 at a distorted geometry. The level of theory is ωB97M-V with the def2-TZVPD basis set.

Energy above the lowest of the compared OMol25 structures with the same formula, charge and spin ... 67.62 kcal/mol
Frontier orbital gap (alpha / beta) ... 7.293 / 7.295 eV

Bonds (Å) are listed after each position.
Positions of all 9 atoms, in Å:
1 C -1.922 0.404 0.112  C2 1.391, N4 1.174
2 C -0.806 -0.238 -0.413  C1 1.391, C3 1.489, S6 1.668
3 C 0.186 -1.260 0.021  C2 1.489, S6 1.851, H7 1.045, H8 1.027
4 N -2.814 0.939 0.659  C1 1.174
5 S 2.332 1.205 0.364  S6 2.413, H9 1.248
6 S 0.680 0.164 -1.055  C2 1.668, C3 1.851, S5 2.413
7 H 0.087 -2.127 -0.556  C3 1.045
8 H 0.584 -1.243 0.968  C3 1.027
9 H 1.671 2.157 -0.099  S5 1.248

=====

This record from the OMol25 dataset describes one molecule with the formula C3H3NS2 at a distorted geometry. The level of theory is ωB97M-V with the def2-TZVPD basis set.

Energy above the lowest of the compared OMol25 structures with the same formula, charge and spin ... 93.05 kcal/mol
Frontier orbital gap ... 7.688 eV

Bonds (Å) are listed after each position.
Positions of all 9 atoms, in Å:
1 C -0.094 0.895 0.486  N4 1.264, H7 1.027
2 C 1.727 -1.173 -0.390  C3 1.295, S5 1.781, H8 1.097
3 C 2.550 -0.249 -0.771  C2 1.295, S6 1.513
4 N -0.641 0.325 -0.501  C1 1.264, S5 1.826, H9 1.008
5 S 0.145 -1.164 -1.207  C2 1.781, N4 1.826
6 S 3.492 0.872 -1.152  C3 1.513
7 H -0.307 1.889 0.629  C1 1.027
8 H 1.716 -1.660 0.594  C2 1.097
9 H -1.079 0.611 -1.363  N4 1.008

=====

This record from the OMol25 dataset describes one molecule with the formula C3H3NS3 at a distorted geometry. The level of theory is ωB97M-V with the def2-TZVPD basis set.

Structure (SMILES) ... S=CC(C=S)=NS
Energy above the lowest of the compared OMol25 structures with the same formula, charge and spin ... 97.39 kcal/mol
Frontier orbital gap ... 7.449 eV

Bonds (Å) are listed after each position.
Positions of all 10 atoms, in Å:
1 S -0.543 1.184 -2.560  C2 1.577
2 C -0.093 1.306 -1.053  S1 1.577, C3 1.436, H8 1.031
3 C 0.166 0.203 -0.171  C2 1.436, C4 1.676, N6 1.267
4 C 0.084 -1.388 -0.695  C3 1.676, S5 1.692, H9 1.174
5 S 1.596 -2.081 -1.006  C4 1.692
6 N 0.077 0.458 1.066  C3 1.267, S7 1.718
7 S 0.283 -0.471 2.498  N6 1.718, H10 1.590
8 H 0.098 2.239 -0.658  C2 1.031
9 H -0.954 -1.937 -0.701  C4 1.174
10 H -0.716 0.487 3.281  S7 1.590